No. 1
An isolated ion of composition C3H9N2 and charge +1 at a distorted geometry, computed with ωB97M-V with the def2-TZVPD basis set.

Output
LUMO energy: -3.571 eV
net charge: +1
HOMO energy: -12.59 eV
energy above the lowest of the compared OMol25 structures with the same formula, charge and spin: 268.0 kJ/mol
E_tot: -228.88474 a.u.
SMILES: C/C([NH3+])=C\N

Each line ends with the natural charge from an NBO analysis.
Cartesian coordinates (Å):
C -1.134 -0.414 0.772  -0.75
C -0.098 0.280 0.104  -0.08
N 0.244 1.711 0.468  -0.66
C 0.656 -0.339 -0.876  0.10
N 0.842 -1.610 -1.222  -0.79
H -2.003 -1.214 0.487  0.30
H -2.024 0.168 1.191  0.26
H -0.791 -0.884 1.704  0.23
H 0.929 2.168 -0.234  0.46
H 0.639 1.693 1.344  0.43
H -0.677 2.232 0.408  0.45
H 1.494 0.300 -1.412  0.18
H 0.540 -2.402 -0.593  0.44
H 1.384 -1.688 -2.139  0.44

---

No. 2
A 2-piece molecular cluster, C3H9N2 overall at a distorted geometry, computed with ωB97M-V with the def2-TZVPD basis set.

Output
LUMO energy: -5.321 eV
net charge: +1
HOMO energy: -13.17 eV
energy above the lowest of the compared OMol25 structures with the same formula, charge and spin: 245.5 kJ/mol
E_tot: -228.89329 a.u.

Each line ends with the natural charge from an NBO analysis.
Cartesian coordinates (Å):
C 0.755 1.322 1.541  0.10
C -1.445 0.122 -0.740  -0.72
C -1.454 1.004 0.418  0.29
N -0.407 1.273 1.084  -0.26
N 1.595 -1.848 -0.759  -1.13
H 1.423 2.171 1.449  0.24
H 1.299 0.555 2.104  0.24
H -1.569 0.615 -1.705  0.29
H -0.531 -0.480 -0.689  0.27
H -2.387 -0.445 -0.728  0.28
H -2.364 1.491 0.648  0.24
H 1.377 -2.790 -0.495  0.39
H 2.447 -1.474 -0.450  0.38
H 1.261 -1.517 -1.677  0.38

---

No. 3
A 2-piece molecular cluster, C3H9N2 overall at a distorted geometry, computed with ωB97M-V with the def2-TZVPD basis set.

Output
LUMO energy (spin up / spin down): -3.279 / -6.775 eV
multiplicity: 3
net charge: +1
HOMO energy (spin up / spin down): -9.63 / -15.67 eV
energy above the lowest of the compared OMol25 structures with the same formula, charge and spin: 86.8 kJ/mol
⟨S²⟩: 2.008
E_tot: -228.76506 a.u.

Each line ends with the natural charge from an NBO analysis.
Cartesian coordinates (Å):
C 2.325 -0.442 -0.227  -0.32
C 1.120 -0.350 0.303  0.01
C -1.610 0.494 -0.326  0.04
N -1.950 -0.722 0.022  -0.72
N 0.320 0.826 0.237  -0.70
H 2.903 -1.343 -0.151  0.21
H 2.788 0.385 -0.740  0.19
H 0.655 -1.160 0.850  0.19
H -1.407 0.680 -1.372  0.22
H -2.004 1.321 0.244  0.22
H -1.732 -1.514 -0.565  0.42
H -2.308 -0.930 0.944  0.42
H 0.721 1.527 -0.384  0.41
H 0.179 1.229 1.164  0.42

---

No. 4
An isolated ion of composition C3H9N2O and charge +1 at a distorted geometry, computed with ωB97M-V with the def2-TZVPD basis set.

Output
LUMO energy (spin up / spin down): -6.378 / -6.378 eV
net charge: +1
HOMO energy (spin up / spin down): -15.48 / -15.48 eV
energy above the lowest of the compared OMol25 structures with the same formula, charge and spin: 617.8 kJ/mol
E_tot: -304.01506 a.u.
SMILES: CN(C)[N+](C)=O

Each line ends with the natural charge from an NBO analysis.
Cartesian coordinates (Å):
C -0.107 -1.939 -0.204  -0.43
N -0.117 -0.514 0.067  -0.02
C 1.143 0.178 0.289  -0.48
N -1.166 0.187 -0.020  0.34
C -1.254 1.563 -0.160  -0.50
O -2.440 -0.510 -0.076  -0.35
H -0.313 -2.259 -1.208  0.27
H 0.960 -2.188 0.131  0.23
H -0.725 -2.509 0.400  0.27
H 1.936 -0.613 0.110  0.27
H 1.387 1.151 -0.342  0.27
H 1.198 0.607 1.374  0.27
H -0.243 1.939 -0.421  0.24
H -1.559 2.186 0.703  0.31
H -2.058 1.911 -0.848  0.32

---

No. 5
An isolated ion of composition C3H9N2O and charge +1 at a distorted geometry, computed with ωB97M-V with the def2-TZVPD basis set.

Output
LUMO energy: -3.782 eV
net charge: +1
HOMO energy: -15.15 eV
energy above the lowest of the compared OMol25 structures with the same formula, charge and spin: 120.1 kJ/mol
E_tot: -304.20463 a.u.
SMILES: C[C@@H](O)C(N)=[NH2+]

Each line ends with the natural charge from an NBO analysis.
Cartesian coordinates (Å):
C -1.204 0.648 0.997  -0.64
C 0.196 0.741 0.377  0.03
O 1.057 0.700 1.450  -0.70
C 0.395 -0.442 -0.597  0.57
N -0.427 -0.529 -1.661  -0.74
N 1.375 -1.321 -0.450  -0.69
H -1.248 -0.491 1.275  0.22
H -2.069 0.796 0.292  0.23
H -1.431 1.268 1.966  0.27
H 0.390 1.617 -0.283  0.21
H 1.028 1.579 1.847  0.50
H -0.929 0.170 -2.133  0.44
H -0.357 -1.335 -2.268  0.41
H 1.791 -1.333 0.433  0.45
H 1.433 -2.069 -1.245  0.44

---

No. 6
A 2-piece molecular cluster, C3H9N2O overall at a distorted geometry, computed with ωB97M-V with the def2-TZVPD basis set.

Output
LUMO energy: -5.072 eV
net charge: +1
HOMO energy: -13.52 eV
energy above the lowest of the compared OMol25 structures with the same formula, charge and spin: 271.4 kJ/mol
E_tot: -304.14699 a.u.

Each line ends with the natural charge from an NBO analysis.
Cartesian coordinates (Å):
C -1.338 -2.133 0.075  0.18
N -2.461 -1.560 -0.173  -0.60
H -0.845 -1.813 1.000  0.24
H -0.980 -2.845 -0.677  0.26
H -2.971 -1.657 -1.066  0.45
H -2.767 -0.768 0.427  0.44
O 0.260 -0.597 -1.001  -0.62
C 1.209 0.154 -0.666  0.47
C 1.081 1.609 -0.269  -0.35
N 1.946 1.823 0.965  -0.79
H 2.187 -0.352 -0.417  0.16
H 1.457 2.267 -1.089  0.25
H 0.002 1.861 -0.156  0.20
H 1.657 2.769 1.343  0.38
H 1.564 1.243 1.703  0.34

---

No. 7
An isolated ion of composition C3H9N2O and charge +1 at a distorted geometry, computed with ωB97M-V with the def2-TZVPD basis set.

Output
LUMO energy: -3.641 eV
net charge: +1
HOMO energy: -13.91 eV
energy above the lowest of the compared OMol25 structures with the same formula, charge and spin: 415.5 kJ/mol
E_tot: -304.09211 a.u.
SMILES: C[C@H]1NOC[NH2+]1

Each line ends with the natural charge from an NBO analysis.
Cartesian coordinates (Å):
C 0.174 1.594 -0.886  -0.66
C -0.452 0.556 0.057  0.08
N -0.801 -0.637 -0.862  -0.37
O -0.719 -1.844 -0.064  -0.34
C 0.571 -1.587 0.524  0.05
N 0.383 -0.186 1.075  -0.55
H 0.822 1.257 -1.625  0.26
H 0.413 2.469 -0.205  0.25
H -0.650 2.128 -1.410  0.27
H -1.385 0.844 0.585  0.23
H -1.712 -0.440 -1.348  0.41
H 1.186 -1.661 -0.374  0.24
H 0.769 -2.322 1.305  0.24
H -0.021 -0.241 2.018  0.46
H 1.422 0.068 1.210  0.46

---

No. 8
An isolated ion of composition C3H9N2O and charge +1 at a distorted geometry, computed with ωB97M-V with the def2-TZVPD basis set.

Output
LUMO energy: -3.650 eV
net charge: +1
HOMO energy: -14.86 eV
energy above the lowest of the compared OMol25 structures with the same formula, charge and spin: 202.2 kJ/mol
E_tot: -304.17334 a.u.
SMILES: COC/[NH+]=C/N

Each line ends with the natural charge from an NBO analysis.
Cartesian coordinates (Å):
C -1.934 -0.956 0.419  -0.26
O -1.191 -0.341 -0.658  -0.51
C -0.519 0.832 -0.284  0.13
N 0.797 0.351 0.403  -0.53
C 1.581 -0.387 -0.251  0.40
N 2.756 -0.665 0.286  -0.71
H -2.878 -1.177 -0.014  0.22
H -2.115 -0.292 1.150  0.17
H -1.517 -1.872 0.861  0.20
H -0.152 1.358 -1.091  0.20
H -0.950 1.432 0.505  0.19
H 1.147 0.881 1.232  0.42
H 1.314 -0.724 -1.258  0.25
H 3.463 -1.016 -0.236  0.41
H 3.132 -0.366 1.134  0.42

---

No. 9
An isolated ion of composition C3H9N2O and charge +1 at a distorted geometry, computed with ωB97M-V with the def2-TZVPD basis set.

Output
LUMO energy: -4.654 eV
net charge: +1
HOMO energy: -15.00 eV
energy above the lowest of the compared OMol25 structures with the same formula, charge and spin: 400.2 kJ/mol
E_tot: -304.09792 a.u.
SMILES: C/[N+](O)=C/CN

Each line ends with the natural charge from an NBO analysis.
Cartesian coordinates (Å):
C -2.309 0.094 0.070  -0.44
N -0.979 0.015 -0.232  0.05
O -0.589 0.538 -1.435  -0.52
C -0.056 -0.434 0.635  0.18
C 1.452 -0.149 0.462  -0.29
N 1.683 0.819 -0.532  -0.83
H -2.551 1.237 0.172  0.26
H -2.279 -0.281 1.116  0.23
H -3.093 -0.497 -0.554  0.28
H 0.404 0.981 -1.386  0.51
H -0.470 -0.977 1.501  0.24
H 2.056 -1.176 0.343  0.27
H 1.688 0.282 1.479  0.26
H 2.299 0.571 -1.239  0.41
H 2.003 1.688 -0.074  0.41

---

No. 10
A 2-piece molecular cluster, C3H9N2O overall at a distorted geometry, computed with ωB97M-V with the def2-TZVPD basis set.

Output
LUMO energy (spin up / spin down): -4.699 / -4.769 eV
net charge: +1
HOMO energy (spin up / spin down): -14.22 / -13.52 eV
energy above the lowest of the compared OMol25 structures with the same formula, charge and spin: 640.3 kJ/mol
E_tot: -304.00649 a.u.

Each line ends with the natural charge from an NBO analysis.
Cartesian coordinates (Å):
C -0.854 0.615 -0.501  -0.36
C -0.930 -0.827 1.170  0.05
C 0.566 -0.040 -0.292  0.45
N 1.833 0.785 -0.051  -0.77
N -1.710 -0.474 0.031  -0.60
O 0.428 -0.940 0.616  -0.51
H -1.161 1.546 0.032  0.25
H -1.090 0.760 -1.663  0.27
H -1.024 -0.155 1.978  0.20
H -1.290 -1.899 1.612  0.24
H 1.062 -0.738 -2.287  -0.01
H 2.421 0.022 0.324  0.47
H 2.114 1.013 -1.028  0.47
H 1.559 1.640 0.558  0.46
H -1.924 -1.308 -0.502  0.40

---

No. 11
C3H9N2O as an isolated structure at a distorted geometry, computed with ωB97M-V with the def2-TZVPD basis set.

Output
LUMO energy: -3.207 eV
net charge: +1
HOMO energy: -14.87 eV
energy above the lowest of the compared OMol25 structures with the same formula, charge and spin: 244.4 kJ/mol
E_tot: -304.15727 a.u.

Each line ends with the natural charge from an NBO analysis.
Cartesian coordinates (Å):
C -0.918 -0.189 -0.948  -0.28
C -0.021 -1.344 -0.539  -0.12
C 0.540 0.136 1.141  0.52
N 1.588 0.849 0.697  -0.82
N -0.986 0.783 0.127  -0.69
O 0.426 -1.132 0.816  -0.45
H -0.441 0.090 -1.874  0.23
H -1.932 -0.466 -1.114  0.24
H -0.591 -2.280 -0.524  0.23
H 0.579 -1.512 -1.457  0.21
H 0.241 0.291 2.095  0.20
H 2.046 0.523 -0.197  0.43
H 1.926 1.665 1.255  0.44
H -0.643 1.667 -0.226  0.42
H -1.813 0.918 0.749  0.44

---

No. 12
A 2-piece molecular cluster, C3H9N2O overall at a distorted geometry, computed with ωB97M-V with the def2-TZVPD basis set.

Output
LUMO energy (spin up / spin down): -3.264 / -4.794 eV
multiplicity: 3
net charge: +1
HOMO energy (spin up / spin down): -10.47 / -16.08 eV
energy above the lowest of the compared OMol25 structures with the same formula, charge and spin: 122.7 kJ/mol
⟨S²⟩: 2.013
E_tot: -304.02359 a.u.

Each line ends with the natural charge from an NBO analysis.
Cartesian coordinates (Å):
C 1.055 -0.417 -0.022  0.39
C -0.046 1.083 1.325  -0.13
C -2.008 -0.178 0.027  -0.09
N 1.778 -0.728 -1.049  -0.73
N 0.872 0.821 0.417  -0.55
O -0.984 -0.829 -0.522  -0.70
H 0.794 -1.363 0.628  0.26
H -0.221 2.113 1.567  0.21
H -0.474 0.373 1.936  0.20
H -2.702 0.405 -0.679  0.17
H -2.495 -0.679 0.891  0.17
H 1.887 -1.654 -1.558  0.46
H 2.189 0.052 -1.420  0.39
H 1.312 1.660 -0.072  0.44
H -0.957 -0.660 -1.467  0.50